C45H100N5 | the ωB97M-V functional and the def2-TZVPD basis

Atoms and positions in Å:
C (1.64836, -0.53130, 2.95112)
C (1.96494, -1.75374, 3.71840)
C (0.74492, -2.72934, 4.00297)
C (1.07682, -4.27827, 4.21737)
N (-0.25048, -5.08540, 4.69415)
C (-1.52097, -4.97929, 3.84886)
C (-2.52242, -6.08020, 4.35950)
C (-1.60960, -7.13197, 4.91489)
C (-0.19015, -6.62645, 4.76840)
C (-0.50710, -4.57839, 6.15559)
H (2.48208, 0.13974, 2.74446)
H (0.87634, 0.11606, 3.36707)
H (1.26569, -0.78134, 1.96160)
H (2.45798, -1.60315, 4.67878)
H (2.68783, -2.37652, 3.19146)
H (0.19669, -2.67474, 3.06245)
H (0.15199, -2.36654, 4.84256)
H (1.89396, -4.40042, 4.92834)
H (1.30653, -4.65380, 3.22022)
H (-1.93059, -3.98397, 4.02106)
H (-1.49985, -5.12290, 2.76857)
H (-3.30655, -5.64828, 4.98134)
H (-2.93190, -6.42878, 3.41139)
H (-1.80339, -7.32143, 5.97066)
H (-1.71699, -8.09962, 4.42477)
H (0.37138, -6.84543, 5.67660)
H (0.33061, -7.14323, 3.96227)
H (-0.58228, -3.49173, 6.19558)
H (0.40829, -4.76628, 6.71671)
H (-1.35330, -5.08496, 6.61972)
C (-6.55867, -5.81520, -1.17915)
C (-6.67050, -4.27685, -1.47592)
C (-7.33789, -4.05877, -2.84844)
C (-7.07460, -2.58678, -3.33699)
N (-7.59942, -2.32476, -4.75767)
C (-7.28067, -3.43783, -5.81124)
C (-7.25508, -2.73328, -7.12972)
C (-7.25448, -1.24495, -6.96340)
C (-6.99384, -1.07771, -5.49664)
C (-9.10874, -2.10378, -4.66562)
H (-6.10477, -5.90825, -0.19253)
H (-6.05529, -6.31521, -2.00661)
H (-7.54098, -6.28216, -1.25072)
H (-5.71118, -3.75936, -1.47435)
H (-7.24759, -3.75156, -0.71492)
H (-8.39821, -4.31010, -2.82269)
H (-6.82963, -4.70956, -3.55995)
H (-5.98908, -2.51469, -3.40437)
H (-7.52428, -1.86989, -2.65000)
H (-7.97489, -4.27657, -5.75949)
H (-6.20748, -3.56697, -5.67097)
H (-8.19063, -3.00111, -7.62075)
H (-6.38161, -3.06545, -7.69081)
H (-8.11966, -0.75342, -7.40832)
H (-6.41232, -0.77329, -7.46976)
H (-7.30507, -0.13702, -5.04238)
H (-5.91107, -1.11743, -5.37780)
H (-9.44555, -1.67406, -5.60902)
H (-9.27607, -1.31957, -3.92730)
H (-9.50242, -3.06681, -4.34053)
C (-1.58532, 0.60737, 5.53123)
C (-1.51253, 1.42788, 4.18118)
C (-2.30830, 2.74899, 4.30817)
C (-2.11862, 3.70520, 3.09557)
N (-2.99655, 4.94483, 3.15462)
C (-4.51432, 4.68871, 3.10475)
C (-5.10293, 5.95476, 2.44090)
C (-4.02519, 6.58670, 1.49510)
C (-2.74349, 5.77327, 1.78762)
C (-2.58288, 5.73297, 4.41229)
H (-0.91899, -0.25513, 5.54532)
H (-2.48288, 0.05888, 5.81698)
H (-1.25434, 1.10869, 6.44076)
H (-1.96869, 0.79483, 3.42008)
H (-0.47269, 1.65652, 3.94759)
H (-1.92138, 3.21937, 5.21212)
H (-3.36837, 2.53973, 4.45155)
H (-2.31998, 3.27489, 2.11455)
H (-1.09640, 4.08318, 3.11311)
H (-4.90011, 4.37149, 4.07358)
H (-4.62439, 3.87310, 2.39007)
H (-5.48381, 6.66636, 3.17347)
H (-5.98560, 5.57561, 1.92590)
H (-3.67727, 7.56417, 1.82919)
H (-4.27276, 6.53567, 0.43482)
H (-1.82499, 6.34319, 1.92783)
H (-2.54384, 5.09014, 0.96204)
H (-1.58664, 6.17364, 4.44998)
H (-2.69779, 5.18063, 5.34493)
H (-3.23239, 6.60773, 4.38012)
C (14.02864, 4.62193, -2.22622)
C (12.61023, 4.83668, -1.69252)
C (11.76907, 3.69232, -2.06179)
C (10.24216, 3.80020, -1.60209)
N (9.35775, 2.55219, -1.90057)
C (9.12934, 2.26040, -3.37675)
C (7.74990, 1.57398, -3.42556)
C (6.98257, 1.96311, -2.12644)
C (7.94405, 2.84736, -1.33572)
C (9.88424, 1.37285, -1.11313)
H (14.15017, 4.48793, -3.30110)
H (14.51867, 3.78641, -1.72635)
H (14.55154, 5.51527, -1.88473)
H (12.17063, 5.73743, -2.12090)
H (12.60249, 4.96345, -0.60995)
H (12.16104, 2.84626, -1.49730)
H (12.00482, 3.48941, -3.10646)
H (9.89421, 4.68688, -2.13202)
H (10.09569, 4.00198, -0.54100)
H (9.97813, 1.69901, -3.76726)
H (9.03315, 3.24695, -3.83015)
H (8.02467, 0.51984, -3.38853)
H (7.18460, 1.73946, -4.34270)
H (6.81023, 0.99229, -1.66178)
H (6.05713, 2.51887, -2.27744)
H (7.86532, 2.68506, -0.26075)
H (7.75440, 3.88549, -1.60849)
H (9.32896, 0.51986, -1.50322)
H (9.69700, 1.50662, -0.04770)
H (10.92690, 1.15346, -1.34297)
C (-3.28399, -1.94998, 0.14094)
C (-1.98484, -1.18887, 0.28217)
C (-1.19211, -0.87418, -1.02176)
C (0.29532, -0.37849, -0.78963)
N (0.89876, 0.42280, -1.95635)
C (2.39050, 0.76926, -1.70317)
C (2.74605, 2.05655, -2.40961)
C (1.45370, 2.85051, -2.42367)
C (0.25902, 1.86924, -2.31669)
C (0.86418, -0.51610, -3.24000)
H (-3.25774, -2.86367, -0.45285)
H (-3.92835, -1.27759, -0.42545)
H (-3.71657, -2.17077, 1.11677)
H (-1.43856, -1.90041, 0.90136)
H (-2.31388, -0.29946, 0.81955)
H (-1.71195, -0.08450, -1.56424)
H (-1.22196, -1.79776, -1.59987)
H (1.00691, -1.13697, -0.46337)
H (0.22261, 0.40765, -0.03810)
H (3.06828, -0.07857, -1.80267)
H (2.34907, 0.88172, -0.61978)
H (3.13754, 1.82517, -3.40021)
H (3.41524, 2.70339, -1.84228)
H (1.43363, 3.41706, -3.35464)
H (1.48518, 3.62320, -1.65551)
H (-0.20124, 1.75785, -3.29845)
H (-0.49889, 2.13022, -1.57807)
H (-0.13193, -0.64497, -3.66339)
H (1.19042, -1.51908, -2.96486)
H (1.40485, -0.02567, -4.04947)

Force components x, y, z for each atom (eV/Å):
-0.72 1.21 -0.97
0.30 -2.76 1.59
0.44 -0.36 -0.52
-1.77 1.01 -0.83
0.38 0.08 0.19
-1.46 1.35 1.03
0.72 1.31 -1.67
-0.04 -0.74 1.13
1.41 -0.21 1.27
0.61 -0.18 -0.78
0.37 -0.27 0.34
-0.05 -0.22 0.43
-0.10 -0.28 -0.17
-0.02 0.56 0.02
0.18 0.15 -0.37
-0.68 -0.06 0.21
-0.04 0.20 -0.31
-0.35 -0.51 0.08
0.24 -0.43 0.32
0.06 0.09 -0.08
1.48 0.04 0.12
0.20 -0.40 0.16
-0.65 -0.13 0.38
-0.13 0.00 -0.02
0.02 0.12 -0.04
0.19 -0.10 -0.14
0.10 0.88 -0.44
-0.59 -0.24 -0.39
-0.09 -0.50 -0.07
0.08 0.11 -0.28
-0.39 1.55 -0.53
-0.70 -0.65 -0.49
0.61 1.11 -0.25
-0.11 -1.54 -0.81
-0.71 0.86 -0.77
1.18 1.72 1.27
-1.51 -0.80 -1.76
0.41 0.92 -0.10
0.23 -0.02 1.37
1.20 0.19 0.13
0.00 -0.66 -0.26
0.75 0.07 0.36
-0.18 0.19 0.65
0.38 -0.31 -0.05
-0.18 -0.21 0.18
0.02 0.01 0.04
-0.19 -0.16 -0.07
-0.01 0.45 0.10
0.18 0.18 -0.25
0.50 0.01 0.37
-0.25 -1.27 0.89
0.38 -0.15 -0.69
-0.39 -0.19 -0.22
-0.24 -0.11 0.53
0.01 -0.11 -0.13
-0.40 -0.25 0.16
0.02 -0.33 0.41
-0.27 -0.72 -0.07
-0.03 -0.24 0.18
-0.55 0.36 -0.37
0.80 -0.56 0.03
-1.10 -0.39 1.54
0.36 -0.02 -0.63
-0.39 -0.03 0.73
1.27 0.29 -0.43
1.22 0.56 -0.77
-0.36 -0.21 0.25
1.04 -0.80 1.63
-0.25 -0.74 0.82
-1.10 1.12 -0.64
0.61 0.04 -0.66
-0.77 0.78 -0.56
-0.15 0.68 -0.24
0.27 0.05 -0.34
-0.01 -0.12 -0.06
-0.19 0.20 -0.04
-0.01 -0.08 0.08
-0.01 -0.42 0.19
0.05 -0.01 -0.19
0.07 0.35 -0.05
0.06 -0.21 0.14
0.22 0.03 -0.01
0.01 0.41 -0.30
-1.14 0.44 -0.41
-0.02 0.26 0.24
-0.22 0.14 0.21
-0.05 -0.57 0.46
0.29 -0.59 -0.87
-0.47 -0.19 -0.44
-0.19 -0.08 0.48
0.24 0.70 1.13
0.16 0.94 -0.13
-1.59 -2.30 1.23
1.35 0.00 -1.53
-0.01 1.02 1.64
-0.76 1.12 0.60
0.78 -0.51 0.15
0.85 -0.54 -0.49
0.21 -0.07 -1.14
-0.26 -0.49 -1.14
-0.36 0.20 0.03
-0.10 -0.13 -0.01
0.48 -0.08 -0.45
0.17 0.30 -0.04
0.26 0.14 0.06
0.24 -0.29 -0.15
-1.03 -0.17 -0.29
-0.84 -0.30 -0.17
0.46 -0.21 0.05
-0.21 0.10 -0.05
0.48 -0.04 -0.18
-0.69 -0.23 -0.08
0.32 0.19 0.02
-0.43 0.37 0.54
0.00 -0.29 -0.17
0.49 0.22 -0.12
0.04 0.03 0.31
-0.11 -0.15 0.39
0.21 0.11 -0.22
-0.06 0.42 0.13
-0.79 0.48 -1.49
0.54 -0.75 0.20
0.53 -0.14 0.51
-1.50 1.52 -0.07
0.37 -0.91 -2.81
-0.67 -0.35 2.04
-0.33 -0.42 0.16
-0.58 0.29 -0.50
0.90 -0.97 -0.09
-0.60 1.03 0.54
0.39 -0.16 0.14
-0.70 -0.17 0.17
-0.02 0.12 -0.11
0.88 0.70 0.39
0.85 0.22 0.24
-0.09 -0.06 -0.20
0.18 0.14 -0.32
-0.08 -0.01 -0.29
0.17 -0.25 0.50
-0.38 -0.16 -0.74
0.32 0.57 0.20
0.03 0.31 0.00
0.60 -0.69 -0.13
-0.45 -0.08 -0.05
-0.33 -0.34 0.28
-0.13 -0.20 0.24
0.20 -0.19 0.05
-0.32 0.33 0.60
0.52 0.34 0.02
0.53 -0.22 0.35

LUMO energy: -9.2 eV
Charge: +5
ΔE to the lowest compared entry with this formula, charge and spin: 2.705 eV
Gap between HOMO and LUMO: 9.23 eV
Maximum force: 0.062 Eh/bohr
HOMO: -18.47 eV